Record 1
One molecule with the formula C7H7ClO at a distorted geometry, computed with ωB97M-V/def2-TZVPD.

```
16
Properties=species:S:1:pos:R:3:nbo_charge:R:1
C 0.439 2.268 0.263 -0.637
C 0.593 0.768 -0.267 0.002
Cl 2.196 0.310 -0.419 0.052
C -0.467 -0.011 -0.407 -0.314
C -0.587 -1.309 -0.907 -0.267
C 0.100 -2.344 -0.366 -0.145
C 0.840 -2.093 0.901 -0.583
C 0.632 -1.033 1.666 0.759
O 0.729 -0.109 2.381 -0.475
H -0.465 2.733 0.285 0.217
H 1.278 2.751 -0.282 0.223
H 0.754 2.291 1.314 0.229
H -1.349 0.607 -0.316 0.224
H -1.407 -1.442 -1.576 0.221
H 0.228 -3.443 -0.652 0.230
H 1.440 -2.745 1.418 0.262
```

Properties
- Kohn-Sham gap: 0.30925 hartree
- Electronic energy: -806.2540 Ha
- SMILES: C/C(Cl)=C/C=C\C=C=O
- Energy relative to the best compared isomer or geometry (same formula, charge and spin): 1.353 eV
- E_LUMO: 0.48 eV
- Highest occupied orbital energy: -7.933 eV



Record 2
One molecule with the formula C7H7F3O2 at a distorted geometry, computed with ωB97M-V/def2-TZVPD.

```
19
Properties=species:S:1:pos:R:3:nbo_charge:R:1
O -0.787 1.668 0.438 -0.712
C -1.813 1.286 -0.389 0.653
O -2.529 2.245 -0.858 -0.641
C -2.179 0.015 -0.420 -0.467
C -1.633 -1.229 0.020 -0.156
C -0.475 -1.528 0.648 -0.301
C 0.717 -0.654 0.810 -0.225
C 1.609 -0.704 -0.212 -0.271
C 2.910 0.058 -0.128 0.950
F 2.614 1.206 0.468 -0.326
F 3.769 -0.611 0.742 -0.345
F 3.608 0.358 -1.200 -0.298
H -0.108 1.022 0.546 0.501
H -2.199 3.116 -0.497 0.508
H -3.000 -0.070 -1.172 0.217
H -2.316 -2.119 -0.128 0.219
H -0.315 -2.603 0.784 0.221
H 0.824 -0.049 1.645 0.226
H 1.303 -1.408 -1.098 0.247
```

Properties
- Kohn-Sham gap: 0.31361 hartree
- Electronic energy: -720.9362 Ha
- SMILES: OC(O)=C/C=C\C=C\C(F)(F)F
- Energy relative to the best compared isomer or geometry (same formula, charge and spin): 0.133 eV
- E_LUMO: 0.41 eV
- Highest occupied orbital energy: -8.123 eV



Record 3
One molecule with the formula C7H7IOS at a distorted geometry, computed with ωB97M-V/def2-TZVPD.

```
17
Properties=species:S:1:pos:R:3:nbo_charge:R:1
C -1.896 -2.055 1.881 -0.269
C -2.194 -1.044 0.973 -0.297
C -0.590 -2.165 2.180 -0.438
C -1.014 -0.335 0.590 -0.306
C 0.756 1.424 -2.287 -0.421
C -0.400 1.899 -1.916 -0.331
C 2.121 1.294 -1.706 -0.098
O 2.185 1.723 -0.340 -0.726
S 0.333 -1.064 1.313 0.476
I -1.003 2.110 0.207 0.591
H -2.739 -2.668 2.282 0.240
H -3.203 -0.648 0.779 0.245
H -0.082 -2.791 2.996 0.263
H 0.760 1.158 -3.254 0.230
H 2.279 0.262 -1.750 0.179
H 2.739 1.961 -2.228 0.197
H 1.948 0.940 0.279 0.464
```

Properties
- Kohn-Sham gap (alpha / beta): 0.19829 / 0.19824 hartree
- Electronic energy: -1041.7805 Ha
- Energy relative to the best compared isomer or geometry (same formula, charge and spin): 4.423 eV
- E_LUMO (alpha / beta): -1.83 / -1.83 eV
- Highest occupied orbital energy (alpha / beta): -7.225 / -7.225 eV



Record 4
C7H7IrO6S as an isolated structure at a distorted geometry, computed with ωB97M-V/def2-TZVPD.

```
22
Properties=species:S:1:pos:R:3:nbo_charge:R:1
O 1.247 1.029 -3.567 -0.331
C 0.767 0.558 -2.619 0.371
Ir -0.311 -0.073 -1.162 0.375
O -1.294 2.646 -2.252 -0.295
C -1.062 1.648 -1.725 0.490
C -1.228 -0.139 0.547 0.398
O -1.839 -0.182 1.531 -0.366
C 1.480 -0.905 -0.152 0.135
O 1.509 -1.362 0.972 -0.263
C -0.929 -1.788 -1.794 0.544
O -1.305 -2.813 -2.191 -0.302
H 2.451 -0.867 -0.731 0.244
C 1.981 3.575 2.177 -0.791
S 0.837 2.237 1.774 1.366
C 0.931 1.308 3.298 -0.817
O -0.522 2.847 1.682 -0.507
H 2.885 3.139 2.598 0.282
H 1.498 4.258 2.878 0.301
H 2.218 4.083 1.243 0.285
H 0.381 1.857 4.079 0.307
H 0.471 0.328 3.113 0.282
H 1.988 1.178 3.567 0.290
```

Properties
- Kohn-Sham gap (alpha / beta): 0.20861 / 0.26029 hartree
- Electronic energy: -1224.0049 Ha
- Energy relative to the best compared isomer or geometry (same formula, charge and spin): 0.919 eV
- E_LUMO (alpha / beta): -7.67 / -11.81 eV
- Highest occupied orbital energy (alpha / beta): -13.345 / -18.895 eV
- 2S+1: 5
- Net charge: +2



Record 5
A 2-piece molecular cluster, C7H7N overall at a distorted geometry, computed with ωB97M-V/def2-TZVPD.

```
15
Properties=species:S:1:pos:R:3:nbo_charge:R:1
C 1.752 1.124 -0.382 -0.160
C 0.627 1.283 0.350 -0.297
C -0.150 0.153 0.721 0.065
N 0.318 -1.060 0.659 -0.436
C 1.455 -1.163 0.043 0.000
C 2.219 -0.256 -0.518 -0.264
H 2.177 2.086 -1.053 0.232
H 0.403 2.320 0.844 0.227
H -1.232 0.202 1.249 0.220
H 1.697 -2.189 -0.196 0.182
H 3.125 -0.512 -1.134 0.229
C -2.709 -0.484 -0.606 -0.269
C -3.516 0.354 -0.232 -0.268
H -2.237 -1.629 -0.721 0.297
H -4.222 1.075 0.139 0.241
```

Properties
- Kohn-Sham gap: 0.38142 hartree
- Electronic energy: -325.5167 Ha
- SMILES: c1ccncc1.C#C
- Energy relative to the best compared isomer or geometry (same formula, charge and spin): 3.864 eV
- E_LUMO: 0.93 eV
- Highest occupied orbital energy: -9.447 eV



Record 6
One molecule with the formula C7H7N at a distorted geometry, computed with ωB97M-V/def2-TZVPD.

```
15
Properties=species:S:1:pos:R:3:nbo_charge:R:1
C 1.707 -0.525 -0.425 -0.148
C 0.937 -1.654 -0.682 -0.226
C -0.471 -1.286 -0.081 -0.115
C -1.346 -0.012 0.259 -0.106
C -1.278 1.486 0.020 -0.228
C -0.023 1.882 0.070 -0.166
C 0.623 0.545 -0.037 -0.195
N -0.042 -0.323 0.919 -0.354
H 2.715 -0.572 -0.483 0.205
H 1.323 -2.650 -0.991 0.233
H -0.910 -2.238 0.322 0.207
H -2.367 -0.398 0.690 0.220
H -2.061 2.246 0.028 0.232
H 0.502 2.816 0.274 0.237
H 0.197 0.440 -1.022 0.203
```

Properties
- Kohn-Sham gap: 0.33914 hartree
- Electronic energy: -325.3992 Ha
- SMILES: C1=C[C@@H]2[C@@H]3C=C[C@@H]1N23
- Energy relative to the best compared isomer or geometry (same formula, charge and spin): 7.061 eV
- E_LUMO: 0.92 eV
- Highest occupied orbital energy: -8.306 eV



Number 6 is which compound?
C7H7N



What is the formula in the first record?
C7H7ClO



Which of these has the lowest energy relative to the best compared isomer or geometry (same formula, charge and spin)?
C7H7F3O2



Which value of energy relative to the best compared isomer or geometry (same formula, charge and spin) does entry 6 give?
7.061 eV